C4H6ClFO | ωB97M-V/def2-TZVPD

Summary:
ΔE to the lowest compared entry with this formula, charge and spin (kcal/mol): 11.54
Net charge: 0
SMILES string: FCCO/C=C\Cl

Each line ends with the natural charge from an NBO analysis.
Cartesian coordinates (Å):
F1 -0.6102 -1.4364 -0.9877  -0.37
C1 -1.4950 -0.9193 -0.0541  0.03
C2 -0.7596 -0.0092 0.8804  -0.12
O1 -0.3255 1.1509 0.1893  -0.50
C3 0.8586 1.2245 -0.4654  0.14
C4 1.9465 0.4548 -0.5304  -0.34
Cl1 2.3334 -1.0302 0.3003  -0.02
H1 -1.9414 -1.7627 0.4928  0.17
H2 -2.2652 -0.3767 -0.6075  0.17
H3 -1.4361 0.3553 1.6703  0.20
H4 0.0670 -0.5555 1.3551  0.21
H5 0.8895 2.1276 -1.0596  0.20
H6 2.7379 0.7769 -1.1836  0.22

***

C5H8N2 | ωB97M-V/def2-TZVPD

Summary:
ΔE to the lowest compared entry with this formula, charge and spin (kcal/mol): 27.15
Net charge: 0
SMILES string: [H]/N=C1\C=CN(C)C1

Each line ends with the natural charge from an NBO analysis.
Cartesian coordinates (Å):
H1 1.1876 -2.2789 2.3192  0.33
N1 0.3509 -2.0819 1.7820  -0.68
C1 0.4704 -1.0457 1.0504  0.28
C2 1.5473 -0.1544 0.6442  -0.42
C3 1.0548 0.6173 -0.3570  0.09
N2 -0.2470 0.3369 -0.6907  -0.40
C4 -1.1107 1.2735 -1.3622  -0.40
C5 -0.7541 -0.6251 0.2802  -0.29
H2 2.5694 -0.1812 0.9943  0.23
H3 1.5869 1.3733 -0.9301  0.21
H4 -0.5227 1.8720 -2.0649  0.21
H5 -1.8683 0.7262 -1.9288  0.21
H6 -1.6217 1.9537 -0.6651  0.18
H7 -1.1495 -1.6291 -0.0168  0.24
H8 -1.4934 -0.1566 0.9452  0.21

***

C30H27N7O2S | ωB97M-V/def2-TZVPD

Summary:
Net charge: 0
SMILES string: Cc1c(NC(=O)CSc2nnc3c4ccccc4n(CCc4ccccc4)c3n2)c(=O)n(-c2ccccc2)n1C

Each line ends with the natural charge from an NBO analysis.
Cartesian coordinates (Å):
C1 -5.3945 -2.2478 -0.4567  -0.68
C2 -4.3069 -1.2621 -0.2448  0.21
C3 -2.9501 -1.3977 -0.2314  0.01
N1 -2.0512 -2.4369 -0.4435  -0.65
C4 -2.2229 -3.7165 -0.8314  0.67
O1 -3.2661 -4.2202 -1.1944  -0.62
C5 -0.9215 -4.5056 -0.7765  -0.62
S1 -0.3809 -4.7939 0.9518  0.31
C6 0.5550 -3.3598 1.2946  0.22
N2 1.0940 -3.3398 2.5050  -0.30
N3 1.8112 -2.3187 2.8879  -0.15
C7 1.9827 -1.3332 2.0328  0.12
C8 2.7002 -0.0944 2.0849  -0.15
C9 3.4774 0.5159 3.0586  -0.15
C10 4.0551 1.7350 2.7616  -0.24
C11 3.8569 2.3377 1.5227  -0.18
C12 3.0837 1.7446 0.5405  -0.27
C13 2.5093 0.5172 0.8231  0.27
N4 1.7139 -0.2892 0.0214  -0.38
C14 1.3976 -0.0778 -1.3645  -0.20
C15 2.4047 -0.8112 -2.2695  -0.45
C16 3.7977 -0.3459 -1.9541  0.07
C17 4.3177 0.7903 -2.5606  -0.24
C18 5.5611 1.2755 -2.1976  -0.21
C19 6.2974 0.6336 -1.2166  -0.22
C20 5.7923 -0.5046 -0.6130  -0.19
C21 4.5518 -0.9919 -0.9826  -0.25
C22 1.3977 -1.3891 0.7223  0.42
N5 0.6638 -2.4233 0.3395  -0.55
C23 -2.3700 -0.1101 0.1044  0.60
O2 -1.1880 0.1922 0.1993  -0.68
N6 -3.4446 0.7383 0.2747  -0.28
C24 -3.3705 2.1376 0.2885  0.21
C25 -2.3923 2.7550 1.0616  -0.24
C26 -2.2975 4.1341 1.0686  -0.19
C27 -3.1784 4.9028 0.3256  -0.22
C28 -4.1460 4.2852 -0.4490  -0.20
C29 -4.2411 2.9062 -0.4800  -0.27
N7 -4.6281 0.0641 -0.0143  -0.21
C30 -5.8080 0.4181 0.7433  -0.42
H1 -4.9711 -3.1757 -0.8317  0.29
H2 -6.1214 -1.8646 -1.1707  0.22
H3 -5.9100 -2.4547 0.4815  0.22
H4 -1.0886 -2.1475 -0.2336  0.45
H5 -1.0828 -5.4945 -1.2012  0.26
H6 -0.1123 -3.9878 -1.2889  0.25
H7 3.6186 0.0372 4.0145  0.23
H8 4.6687 2.2311 3.4983  0.21
H9 4.3195 3.2921 1.3199  0.22
H10 2.9481 2.2268 -0.4144  0.22
H11 1.4162 0.9949 -1.5609  0.21
H12 0.3847 -0.4465 -1.5367  0.24
H13 2.1522 -0.6053 -3.3105  0.22
H14 2.3177 -1.8852 -2.0944  0.22
H15 3.7416 1.2981 -3.3219  0.21
H16 5.9544 2.1597 -2.6778  0.21
H17 7.2640 1.0171 -0.9264  0.21
H18 6.3627 -1.0127 0.1502  0.22
H19 4.1650 -1.8838 -0.5088  0.21
H20 -1.7071 2.1502 1.6322  0.24
H21 -1.5344 4.6105 1.6654  0.22
H22 -3.1066 5.9796 0.3432  0.22
H23 -4.8256 4.8783 -1.0427  0.22
H24 -4.9723 2.4240 -1.1117  0.22
H25 -5.8165 1.4928 0.9116  0.23
H26 -6.6916 0.1427 0.1708  0.22
H27 -5.8356 -0.0903 1.7126  0.19

***

C3H5N3O | ωB97M-V/def2-TZVPD

Summary:
ΔE to the lowest compared entry with this formula, charge and spin (kcal/mol): 120.25
Net charge: 0

Each line ends with the natural charge from an NBO analysis.
Cartesian coordinates (Å):
O1 -1.4940 0.9932 -0.4302  -0.60
C1 -1.9173 -0.3193 -0.2867  -0.11
C2 -0.4625 -0.6198 -0.2112  0.37
N1 0.1038 0.0817 -1.3348  0.02
N2 1.2565 0.4071 -0.9130  -0.29
C3 1.3564 0.1977 0.5529  -0.11
N3 0.3123 -0.7462 0.8030  -0.48
H1 1.0457 1.1578 0.9984  0.21
H2 -2.4613 -0.7109 -1.1536  0.17
H3 -2.4201 -0.5627 0.6567  0.19
H4 1.8618 0.9639 -1.5025  0.41
H5 2.3608 -0.0786 0.8743  0.21

***

C2H7OS | ωB97M-V/def2-TZVPD

Summary:
ΔE to the lowest compared entry with this formula, charge and spin (kcal/mol): 59.53
Net charge: -1

Each line ends with the natural charge from an NBO analysis.
Cartesian coordinates (Å):
O1 -0.9852 3.0790 -0.5076  -0.96
H1 -0.3715 3.3112 0.1723  0.46
C1 -0.5325 -1.4194 -1.2237  -1.12
S1 0.5659 -0.1793 -0.6927  0.09
C2 0.9157 -0.6635 1.0862  -0.83
H2 -1.5821 -1.4777 -0.9600  0.16
H3 -0.1264 -2.2752 -1.7524  0.16
H4 -1.1537 2.1237 -0.3850  0.49
H5 0.4050 -0.3814 2.0172  0.17
H6 1.9847 -0.3615 1.1869  0.17
H7 0.8801 -1.7559 1.0588  0.20

***

C10H17Cl2NO5Pb | ωB97M-V/def2-TZVPD

Summary:
Net charge: -2

Each line ends with the natural charge from an NBO analysis.
Cartesian coordinates (Å):
C1 -0.7197 0.7243 -2.5099  -0.08
C2 -1.5503 -0.4119 -2.3901  0.13
C3 -0.7291 -1.5276 -2.1131  -0.19
C4 -3.0093 -0.3790 -2.2673  -0.66
C5 0.6135 -1.0944 -2.1139  0.14
C6 0.6261 0.3054 -2.3512  0.03
C7 1.8180 1.0943 -2.6264  -0.69
C8 -1.2084 2.0831 -2.7300  -0.65
C9 -1.2094 -2.8643 -1.7637  -0.62
C10 1.7757 -1.9731 -2.0939  -0.66
Pb1 0.6290 1.1398 1.4891  1.36
Cl1 -1.6287 0.1653 0.7698  -0.74
Cl2 0.4281 3.4824 -0.0758  -0.37
O1 1.9930 -0.2218 0.4502  -1.24
H1 -3.3617 0.5911 -1.9361  0.23
H2 -3.3710 -1.1518 -1.5991  0.22
H3 -3.4718 -0.5696 -3.2269  0.19
H4 -1.9298 -2.8410 -0.9419  0.21
H5 -0.4033 -3.4945 -1.3937  0.20
H6 -1.7011 -3.3376 -2.6194  0.18
H7 1.5775 -2.8508 -1.4760  0.21
H8 2.6581 -1.4850 -1.6638  0.25
H9 1.9355 -2.3223 -3.1276  0.19
H10 2.6575 0.7551 -2.0126  0.24
H11 1.7052 2.1164 -2.2683  0.25
H12 2.0301 1.0673 -3.7110  0.18
H13 -1.9998 2.3432 -2.0218  0.22
H14 -1.6261 2.1622 -3.7417  0.17
H15 -0.4366 2.8312 -2.5529  0.25
H16 2.5600 -0.6501 1.1260  0.44
O2 2.1933 2.9047 0.0713  -0.93
H17 2.7095 3.7270 0.0474  0.43
O3 0.0905 -0.7087 5.5112  -0.49
N1 0.0980 -0.0865 4.4609  0.71
O4 -0.3642 1.1056 4.3402  -0.54
O5 0.6309 -0.6305 3.3961  -0.59

***

What are the DFT total energy values for these records? In order: -21531.341 -8293.819 -56909.826 -9705.369 -15068.824 -52661.963 eV.